Model w:
Computed, not measured: a 2-piece molecular cluster, C4H16O2Si3 overall, with ωB97M-V/def2-TZVPD.

Values from the calculation:
Total charge: 0
E_LUMO (spin up / spin down), eV: -0.31 / -0.89
Spin multiplicity: 1
Kohn-Sham gap (spin up / spin down), Ha: 0.26415 / 0.21869

Cartesian coordinates (Å):
Si 1.51701 -4.64670 1.77986
Si 1.83895 1.82472 -0.95795
Si 2.41116 -2.63349 1.38351
O 3.95396 -2.63040 2.07362
O -0.01147 -4.19995 1.41591
C -2.42932 2.05508 -0.38947
C 0.05465 2.51660 -0.70651
C -3.10151 2.29084 -1.80261
C -1.00034 1.55193 -0.23206
H 2.18464 -5.64246 0.96551
H -3.03394 1.43864 -2.37288
H -0.89399 1.35146 0.83157
H 2.36375 2.04114 -2.27383
H -0.93689 0.63147 -0.80983
H 2.48886 1.24654 0.21884
H -2.60435 2.99792 0.18523
H 4.73995 -2.45751 1.44905
H -0.28159 2.91665 -1.64943
H 0.09861 3.40965 -0.00070
H -3.10490 1.33718 0.10157
H -4.10418 2.51525 -2.01503
H 1.10445 -5.38386 3.08771
H 1.58128 -1.46489 1.60012
H -2.44213 3.08442 -2.38432
H -0.39264 -4.15022 0.50211



Model x:
Computed, not measured: a 2-piece molecular cluster, C4H16O2Si3 overall, with ωB97M-V/def2-TZVPD.

Values from the calculation:
Total charge: 0
E_LUMO (spin up / spin down), eV: -1.09 / -0.87
Spin multiplicity: 1
Kohn-Sham gap (spin up / spin down), Ha: 0.25171 / 0.25191

Cartesian coordinates (Å):
Si 1.17651 0.65067 -2.53666
Si -1.09277 1.00532 -2.05571
Si 2.17426 -2.47008 -0.10011
O 1.39289 0.25542 -4.18711
O 3.65503 -3.00199 -0.70303
C -1.05718 1.39975 0.82863
C -0.58682 -0.21446 2.93866
C -1.39140 0.47963 -0.31750
C -1.50754 0.81159 2.27962
H 2.69943 -1.38566 0.51150
H 0.37378 0.26095 3.01364
H -2.48187 0.22608 -0.25602
H -2.46179 0.44742 1.86585
H -0.56602 -1.20465 2.40302
H -0.90152 -0.41011 -0.26653
H 1.41889 -3.61579 0.50270
H 1.93549 1.96349 -2.74208
H -2.23223 0.36245 -2.85369
H -0.98507 -0.34128 3.90958
H -1.75773 2.31038 0.71986
H 0.85836 -0.30579 -4.72256
H -1.60766 1.64988 3.01068
H 0.01519 1.68634 0.83939
H -1.36570 2.59629 -2.04341
H 4.29549 -3.15584 -0.03873



Which of them is least stable? Easy: model w.



Model w:
Computed, not measured: one molecule with the formula C4H2O2, with ωB97M-V/def2-TZVPD.

Values from the calculation:
Total charge: 0
E_LUMO, eV: -0.96
Spin multiplicity: 1
Structure (SMILES): O=CC#CC=O
Kohn-Sham gap, Ha: 0.36822

Cartesian coordinates (Å):
O -0.83058 1.35008 2.61610
O 1.35413 -1.05807 -2.04270
C -0.46273 0.43813 1.92114
C 0.30471 -0.47205 -1.92773
C -0.29520 0.45951 0.47487
C -0.04814 0.18022 -0.67471
H -0.19821 -0.55684 2.32541
H -0.45342 -0.44945 -2.72723



Model x:
Computed, not measured: C4H2O2 as an isolated structure, with ωB97M-V/def2-TZVPD.

Values from the calculation:
Total charge: 0
E_LUMO, eV: -1.47
Spin multiplicity: 1
Kohn-Sham gap, Ha: 0.31824

Cartesian coordinates (Å):
O 0.45825 2.42185 -1.47434
O -1.00740 -0.93327 1.89312
C 0.60583 1.28676 -1.33814
C 0.00127 -0.09084 0.00714
C 0.75334 -0.04737 -1.13320
C -0.34130 -1.21019 0.91897
H 0.00431 -2.23542 0.70453
H -0.47430 0.80847 0.42191



Which of them is least stable? Easy: model x.



Model w:
Computed, not measured: C4H2O2 as an isolated structure, with ωB97M-V/def2-TZVPD.

Values from the calculation:
Total charge: 0
E_LUMO, eV: -0.26
Spin multiplicity: 1
Kohn-Sham gap, Ha: 0.37327

Cartesian coordinates (Å):
O -1.53184 -1.83444 0.53573
O -1.67496 -0.24878 2.20075
C -0.20710 -1.44672 -1.68938
C -0.10958 -0.27668 0.09369
C -1.16432 -0.71038 1.23215
C -0.74887 -1.60252 -0.55348
H -0.60727 0.57260 -0.42662
H 0.87281 -0.17882 0.14603



Model x:
Computed, not measured: one molecule with the formula C4H2O2, with ωB97M-V/def2-TZVPD.

Values from the calculation:
Total charge: 0
E_LUMO, eV: -1.31
Spin multiplicity: 1
Structure (SMILES): C#CC(=O)C=O
Kohn-Sham gap, Ha: 0.31659

Cartesian coordinates (Å):
O 1.17445 -0.03524 -0.83070
O -0.91746 -1.10108 1.77138
C -1.02032 0.75377 0.16207
C -0.33400 1.27612 -0.72857
C 0.74615 -0.78080 0.01951
C -0.52521 -0.41442 0.86058
H 0.00812 1.98213 -1.44958
H 1.09608 -1.80033 0.04760



Model y:
Computed, not measured: one molecule with the formula C4H2O2, with ωB97M-V/def2-TZVPD.

Values from the calculation:
Total charge: 0
E_LUMO, eV: -0.93
Spin multiplicity: 1
Structure (SMILES): O=C=C=CC=O
Kohn-Sham gap, Ha: 0.31702

Cartesian coordinates (Å):
O 1.59128 -2.00495 0.18027
O 0.30429 0.99745 -1.64786
C 0.93662 -1.13187 0.56182
C -0.48120 0.70857 0.61984
C -0.45408 0.46621 -0.87312
C 0.28537 -0.18803 1.25612
H -1.05682 1.49940 1.10556
H -1.12545 -0.34679 -1.20263



Model z:
Computed, not measured: a 2-piece molecular cluster, C4H2O2 overall, with ωB97M-V/def2-TZVPD.

Values from the calculation:
Total charge: 0
E_LUMO, eV: -1.79
Spin multiplicity: 1
Kohn-Sham gap, Ha: 0.30783

Cartesian coordinates (Å):
O 0.41658 -0.64212 -2.31812
O 1.73696 -0.91160 -0.46088
C -0.34452 2.45059 0.84286
C -0.53740 1.17894 0.90363
C -0.73573 -0.11647 0.80661
C 1.12099 -0.76080 -1.42701
H -1.20059 -0.44095 -0.13894
H -0.45631 -0.75758 1.79185



Which of them is least stable? Easy: model w.



Model w:
Computed, not measured: an isolated ion of composition C3H7NO2 and charge +1, with ωB97M-V/def2-TZVPD.

Values from the calculation:
Total charge: +1
E_LUMO (spin up / spin down), eV: -5.50 / -9.65
Spin multiplicity: 2
Expectation value of S²: 0.76
Kohn-Sham gap (spin up / spin down), Ha: 0.35444 / 0.19657

Cartesian coordinates (Å):
O -0.55702 -0.57546 1.93641
O -0.43336 1.49565 -1.86193
N 1.12462 -1.72288 0.97958
C -0.93146 0.93467 -0.63582
C 0.32426 -0.50096 1.13779
C 0.41227 0.55858 0.07183
H -1.42405 1.80391 -0.23345
H 1.05699 0.10502 -0.68946
H -0.43182 0.88916 -2.61451
H 0.67493 1.56294 0.38069
H -1.50107 0.02828 -0.81959
H 1.06644 -2.14733 1.92148
H 0.61928 -2.43159 0.42698



Model x:
Computed, not measured: an isolated ion of composition C3H7NO2 and charge +1, with ωB97M-V/def2-TZVPD.

Values from the calculation:
Total charge: +1
E_LUMO (spin up / spin down), eV: -4.87 / -9.41
Spin multiplicity: 2
Expectation value of S²: 0.76
Kohn-Sham gap (spin up / spin down), Ha: 0.39682 / 0.22937

Cartesian coordinates (Å):
O 0.72250 -0.05618 2.12920
O 0.82882 -0.16950 -1.80143
N -0.19948 -0.81836 0.05211
C -0.88630 1.27926 -1.07798
C -0.02663 0.07729 -0.92833
C -0.46792 -0.37451 1.42741
H -0.88676 -1.22439 1.94879
H -0.86735 1.65419 -2.10188
H -0.66378 2.10847 -0.41890
H 1.56764 -0.12727 1.67914
H -1.02767 0.55044 1.42706
H -1.91471 0.97053 -0.87809
H 0.44452 -1.60590 -0.02977



Which of them is least stable? Easy: model w.



Model w:
Computed, not measured: C2H3Cl2O2P as an isolated structure, with ωB97M-V/def2-TZVPD.

Values from the calculation:
Total charge: 0
E_LUMO, eV: 0.44
Spin multiplicity: 1
Kohn-Sham gap, Ha: 0.37612

Cartesian coordinates (Å):
Cl -0.03558 -2.23619 0.69463
Cl 0.44039 -0.43802 -1.56304
P 2.16215 0.47757 0.36881
O 2.96178 1.51517 -0.23731
O 0.93624 1.24964 1.14087
C -2.02684 -0.65829 -0.50047
C -0.77535 -1.05197 -0.39766
H -2.64608 -0.95270 0.32937
H -2.24296 -0.01735 -1.33026
H 1.22625 2.11215 1.49508



Model x:
Computed, not measured: a 2-piece molecular cluster, C2H3Cl2O2P overall, with ωB97M-V/def2-TZVPD.

Values from the calculation:
Total charge: 0
E_LUMO, eV: -0.86
Spin multiplicity: 1
Kohn-Sham gap, Ha: 0.34040

Cartesian coordinates (Å):
Cl 2.79163 -1.50647 1.43823
Cl -1.09450 -1.36832 -0.97643
P -0.83473 1.28768 0.33729
O 0.34399 -0.57796 1.63821
O 1.30561 -0.68677 -0.40387
C -0.42687 0.11722 -0.93154
C 1.22735 -0.79419 0.85921
H -1.19551 2.08677 -0.82788
H -2.12541 0.81660 0.72661
H 0.00844 0.62543 -1.85983



Which of them is least stable? Easy: model x.



Model w:
Computed, not measured: a 6-piece molecular cluster, H18N6 overall, with ωB97M-V/def2-TZVPD.

Values from the calculation:
Total charge: 0
E_LUMO, eV: 0.69
Spin multiplicity: 1
Structure (SMILES): N.N.N.N.N.N
Kohn-Sham gap, Ha: 0.36687

Cartesian coordinates (Å):
N 3.06298 1.71573 -2.38192
N 1.02076 1.35460 -0.30457
N -0.07397 0.33924 3.05846
N -2.65063 -2.49016 3.57220
N -2.24296 -0.23894 0.02464
N 1.00247 -0.57928 -3.74631
H -2.78862 0.45494 -0.44572
H -2.22087 -2.66150 2.66892
H 0.67372 1.41314 -1.23574
H -0.04915 -0.52660 3.61842
H -2.40176 0.07847 1.05126
H 0.67523 0.63383 0.21954
H -3.55911 -1.98809 3.46573
H 2.81222 1.62973 -3.38745
H -2.56779 -3.40057 4.08423
H 1.98117 1.24062 -0.47381
H 1.15871 -0.08807 -2.85457
H -2.49920 -1.20355 -0.08983
H 4.05099 1.50713 -2.39016
H 1.73589 -0.96018 -4.32187
H 0.17618 -0.21831 -4.10606
H -1.11359 0.48921 2.75759
H 0.31799 0.16752 2.12676
H 2.78741 2.72391 -2.24476



Model x:
Computed, not measured: a 6-piece molecular cluster, H18N6 overall, with ωB97M-V/def2-TZVPD.

Values from the calculation:
Total charge: 0
E_LUMO, eV: 0.82
Spin multiplicity: 1
Structure (SMILES): N.N.N.N.N.N
Kohn-Sham gap, Ha: 0.36962

Cartesian coordinates (Å):
N -2.55511 2.54935 -3.75899
N -1.01916 -1.97087 4.53893
N 1.36983 -0.03345 -0.67733
N 0.45985 1.24030 -4.47069
N -1.23723 -0.08135 1.99394
N 3.05488 -1.78356 2.14128
H -0.79359 -0.48294 2.80653
H -1.67207 -0.72917 1.36575
H 1.99632 0.04486 -1.46616
H -1.87652 2.49474 -4.48364
H 0.15659 0.27323 -4.49984
H 2.78415 -0.82203 2.21055
H -0.85422 -1.06413 4.94053
H 0.12014 1.68307 -3.62438
H 1.65519 0.51441 0.11297
H -1.96940 0.52935 2.36678
H 3.19492 -2.27802 2.97849
H 2.84759 -2.09597 1.22789
H -3.26408 1.86952 -3.95261
H -1.05355 -2.49980 5.39819
H 0.43771 0.08782 -1.00904
H 1.43485 1.39124 -4.63275
H -2.96166 3.42871 -3.47125
H -0.25543 -2.26529 3.96486



Which of them is least stable? Easy: model w.